# 1
Density functional theory data (ωB97M-V/def2-TZVPD) for a structure of composition C6H10N2O in a non-equilibrium geometry.

Geometry as XYZ:
```
19
Properties=species:S:1:pos:R:3
C 0.622 -0.245 2.826
C 0.310 -1.491 -0.711
C -1.389 0.225 -1.265
C -0.732 1.761 -0.766
C 0.410 0.801 -0.353
C 0.031 -0.185 -1.543
H -0.403 -0.405 3.093
H 2.143 -0.205 1.206
H 1.240 -2.014 -0.840
H -1.972 -0.304 -0.115
H -2.396 0.042 -2.083
H -1.545 2.400 -0.115
H -0.325 2.362 -1.582
H 1.473 1.062 -0.060
H 0.385 -0.275 -2.691
H -0.377 -2.335 -0.730
N 1.016 -0.541 1.557
N 0.070 -0.407 0.409
O 1.438 -0.245 3.762
```

Output
E_HOMO (hartree): -0.3392
Gap between HOMO and LUMO (eV): 10.03
LUMO level (Ha): 0.0295
Spin multiplicity: 1
Energy above the lowest of the compared OMol25 structures with the same formula, charge and spin (eV): 7.912

Mulliken atomic charge list, values in e, 5 entries: -0.02 -0.66 -0.42 -0.69 -0.08

# 2
Density functional theory data (ωB97M-V/def2-TZVPD) for an isolated molecule of C6H10N2O in a non-equilibrium geometry.

Geometry as XYZ:
```
19
Properties=species:S:1:pos:R:3
H 1.166 -2.661 -0.879
N 0.546 -1.868 -0.741
C 0.991 -0.993 0.054
O 2.122 -1.181 0.764
C 0.172 0.267 0.312
C 1.060 1.465 0.685
C -0.690 -0.063 1.446
N -1.249 -0.278 2.423
C -0.733 0.611 -0.893
C -1.871 -0.395 -1.048
H 2.278 -0.486 1.417
H 0.441 2.354 0.786
H 1.575 1.324 1.636
H 1.793 1.643 -0.101
H -1.139 1.612 -0.741
H -0.113 0.596 -1.789
H -1.358 -1.413 -1.144
H -2.417 -0.201 -1.971
H -2.573 -0.333 -0.217
```

Output
E_HOMO (hartree): -0.3783
Gap between HOMO and LUMO (eV): 10.78
LUMO level (Ha): 0.0178
Spin multiplicity: 1
Energy above the lowest of the compared OMol25 structures with the same formula, charge and spin (eV): 0.831
SMILES: [H]/N=C(\O)[C@](C)(C#N)CC

Mulliken atomic charge list, values in e, 5 entries: 0.28 -0.52 0.12 -0.55 1.79

# 3
Density functional theory data (ωB97M-V/def2-TZVPD) for an isolated molecule of C6H10N2O.

Geometry as XYZ:
```
19
Properties=species:S:1:pos:R:3
C -2.424 0.807 -0.043
C -1.359 1.597 -0.268
C -2.427 -0.517 0.521
C 0.383 0.018 -0.453
C 2.423 0.862 0.632
C 2.284 -1.388 -0.350
N -3.354 -1.324 0.068
N 1.626 -0.142 -0.052
O -0.047 1.289 -0.188
H -3.391 1.284 -0.208
H -1.484 2.635 -0.559
H 2.758 1.628 -0.073
H 1.816 1.345 1.400
H 3.292 0.396 1.096
H 3.130 -1.226 -1.024
H 2.649 -1.856 0.569
H 1.562 -2.047 -0.828
H -3.438 -2.249 0.463
H -3.998 -1.112 -0.704
```

Output
E_HOMO (hartree): -0.2714
Gap between HOMO and LUMO (eV): 8.42
LUMO level (Ha): 0.0380
Spin multiplicity: 1
Energy above the lowest of the compared OMol25 structures with the same formula, charge and spin (eV): 4.575

Mulliken atomic charge list, values in e, 5 entries: 0.09 -0.16 -0.53 -0.56 -0.88

# 4
Density functional theory data (ωB97M-V/def2-TZVPD) for an isolated molecule of C6H10N2O in a non-equilibrium geometry.

Geometry as XYZ:
```
19
Properties=species:S:1:pos:R:3
H 2.595 0.463 -0.499
N 2.555 -0.394 -0.914
C 1.686 -1.159 -0.311
N 1.021 -0.600 0.762
C 0.894 0.783 0.904
C -0.300 1.393 -0.004
C -0.807 0.128 -0.751
C -2.162 -0.639 -0.630
C -1.233 -0.764 0.480
O -0.051 -1.557 0.932
H 1.401 -2.183 -0.630
H 1.876 1.269 0.589
H 0.762 0.849 2.049
H 0.097 2.175 -0.708
H -0.943 2.157 0.448
H -0.256 0.010 -1.618
H -3.309 -0.388 -0.202
H -2.356 -1.618 -1.224
H -1.470 0.074 1.327
```

Output
E_HOMO (hartree): -0.3195
Gap between HOMO and LUMO (eV): 9.54
LUMO level (Ha): 0.0312
Spin multiplicity: 1
Energy above the lowest of the compared OMol25 structures with the same formula, charge and spin (eV): 7.896
SMILES: [H]/N=C\N1CC[C@@H]2C[C@H]2O1

Mulliken atomic charge list, values in e, 5 entries: 0.23 -0.76 0.23 0.01 -0.59